{"formula": "C4H21NO5S", "method": "the ωB97M-V functional and the def2-TZVPD basis", "symbols": ["C", "C", "S", "C", "N", "C", "H", "H", "H", "H", "H", "H", "H", "H", "H", "H", "H", "H", "H", "O", "H", "H", "O", "H", "H", "O", "H", "H", "O", "H", "H", "O"], "xyz": [[1.800, 1.040, 1.977], [0.767, 1.966, 1.288], [1.066, 3.574, 0.375], [1.899, -0.252, 1.218], [1.228, -1.506, 1.698], [0.112, -2.115, 0.897], [2.859, 1.427, 1.803], [1.743, 0.804, 3.060], [-0.074, 2.217, 2.015], [0.295, 1.242, 0.587], [1.409, 3.042, -0.828], [1.702, -0.285, 0.092], [2.943, -0.636, 1.157], [1.036, -1.488, 2.752], [0.619, -2.651, 0.068], [-0.843, -1.522, 0.616], [-0.364, -2.916, 1.552], [0.566, -2.305, -3.708], [2.066, -2.348, -3.173], [1.388, -2.851, -3.586], [-1.728, -2.521, -2.767], [-2.513, -1.217, -2.451], [-1.704, -1.647, -2.314], [-0.202, -0.577, -3.072], [-0.535, -0.264, -4.510], [0.183, -0.404, -3.934], [-2.820, -0.438, -0.269], [-2.645, -1.311, 0.974], [-2.850, -0.500, 0.665], [-3.888, -0.140, 2.812], [-3.062, 0.795, 2.191], [-3.227, 0.478, 3.035]], "de_lowest_kj_mol": 285.1, "lumo_ev": -0.32, "homo_ev": -8.41, "homo_lumo_gap_ev": 8.1, "energy_ha": -994.0266, "fmax_ha_per_bohr": 0.0962}